Model A:
Computed, not measured: a cluster of 5 separate species, C3H16NO3S in total, with wB97M-V/def2-TZVPD.

LUMO level	-9.91	eV
HOMO energy	-13.885	eV
gap between HOMO and LUMO	3.9763	eV
net charge	+1

Element x y z (Å)
C: 1.528 0.494 1.171
C: 0.221 -0.270 1.681
C: -0.702 0.669 2.468
S: 0.741 0.024 -1.995
N: 1.274 1.856 0.739
H: 2.209 0.568 2.002
H: 2.016 -0.067 0.402
H: 0.512 -1.142 2.265
H: -0.334 -0.515 0.773
H: -0.801 1.542 1.846
H: -0.342 0.997 3.475
H: 0.458 -0.376 -3.272
H: 1.980 2.505 1.077
H: 1.224 1.942 -0.275
H: -1.720 0.231 2.666
H: 1.904 -3.037 -0.519
H: 1.592 -1.578 -0.847
O: 1.417 -2.268 -0.190
H: -2.607 0.909 -2.245
H: -1.198 0.655 -1.634
O: -2.120 0.900 -1.412
H: -2.700 -0.303 -0.256
H: -2.727 -1.833 -0.176
O: -2.509 -1.056 0.346

Model B:
Computed, not measured: a cluster of 4 separate species, C3H16NO3S in total, with wB97M-V/def2-TZVPD.

LUMO level	-2.87	eV
HOMO energy	-12.545	eV
gap between HOMO and LUMO	9.6802	eV
net charge	+1

Element x y z (Å)
C: 1.432 1.098 -0.174
C: 0.995 2.481 0.259
C: 0.467 2.685 1.727
S: -1.390 2.525 1.880
N: 0.147 0.278 -0.662
H: 2.057 1.198 -0.956
H: 1.826 0.547 0.552
H: 0.259 2.835 -0.379
H: 1.820 3.233 0.309
H: 0.576 3.886 1.879
H: 1.132 2.177 2.474
H: -1.683 1.269 1.403
H: 0.330 -0.663 -0.361
H: -0.749 0.621 -0.378
H: 0.149 0.218 -1.585
H: -0.310 -3.208 0.065
H: -1.386 -3.095 -0.929
O: -0.656 -2.520 -0.661
H: 0.906 -1.770 -4.172
H: 0.332 -0.804 -4.952
O: 0.524 -0.900 -3.920
H: -1.933 -3.996 3.516
H: -2.875 -4.045 2.432
O: -1.969 -4.051 2.633

Ranked by calculated energy, most stable first: model B, model A.

Model A:
Computed, not measured: a cluster of 2 separate species, FH2O3PS in total, with wB97M-V/def2-TZVPD.

LUMO level	-0.57	eV
HOMO energy	-10.447	eV
gap between HOMO and LUMO	9.8779	eV

Element x y z (Å)
O: -0.152 0.380 -0.868
O: -0.636 -0.101 1.580
O: -0.170 -2.367 -0.035
F: 1.126 -1.813 0.078
P: -1.189 -0.268 0.072
S: -3.022 -0.152 -0.078
H: 0.707 0.013 -0.682
H: -0.361 -0.919 2.120

Model B:
Computed, not measured: an isolated molecule of FH2O3PS, with wB97M-V/def2-TZVPD.

LUMO level	0.46	eV
HOMO energy	-10.062	eV
gap between HOMO and LUMO	10.5219	eV

Element x y z (Å)
O: -0.573 -0.774 0.128
O: 3.835 -1.223 0.547
O: 1.772 0.123 0.668
F: 3.807 1.083 -0.403
P: 0.200 0.627 0.522
S: 3.031 -0.404 -0.275
H: 0.298 1.015 -0.837
H: -1.064 -1.146 0.861

Ranked by calculated energy, most stable first: model B, model A.

Model A:
Computed, not measured: an isolated molecule of C2H4N2O3, with wB97M-V/def2-TZVPD.

LUMO level	0.62	eV
HOMO energy	-9.325	eV
gap between HOMO and LUMO	9.9429	eV

Element x y z (Å)
C: -0.636 0.491 -0.212
C: 1.189 -0.940 0.017
H: -1.273 2.361 -2.409
H: -1.470 0.942 0.468
H: 0.058 -1.322 2.212
H: 1.689 -0.429 -0.831
N: -0.425 1.004 -1.356
N: 0.070 -0.479 0.460
O: -1.380 2.131 -1.391
O: -0.462 -0.686 1.649
O: 1.861 -1.762 0.742

Model B:
Computed, not measured: an isolated molecule of C2H4N2O3, with wB97M-V/def2-TZVPD.

LUMO level	-0.90	eV
HOMO energy	-9.512	eV
gap between HOMO and LUMO	8.6169	eV

Element x y z (Å)
C: 0.124 -0.607 0.061
C: 1.638 -0.847 -0.136
H: -1.352 2.215 0.397
H: 0.840 1.097 0.214
H: 2.076 -1.936 -0.168
H: -1.888 -0.044 -0.456
N: -0.023 0.736 0.473
N: -0.723 -1.631 0.116
O: -0.972 1.690 -0.268
O: 2.208 0.286 -0.117
O: -1.928 -0.959 -0.116

Model C:
Computed, not measured: an isolated molecule of C2H4N2O3, with wB97M-V/def2-TZVPD.

LUMO level	0.48	eV
HOMO energy	-8.940	eV
gap between HOMO and LUMO	9.4170	eV

Element x y z (Å)
C: 0.795 1.061 0.460
C: -0.683 -1.140 -1.226
H: -1.459 0.614 2.240
H: 1.333 1.822 0.046
H: 1.523 -0.017 -1.025
H: -1.507 -1.922 -0.883
N: -0.110 1.327 1.363
N: 1.183 -0.175 -0.131
O: -0.847 0.253 1.639
O: 0.345 -1.253 -0.133
O: -0.574 -0.571 -2.348

Ranked by calculated energy, most stable first: model A, model C, model B.

Model A:
Computed, not measured: an isolated molecule of C2H4N2O3, with wB97M-V/def2-TZVPD.

LUMO level	0.66	eV
HOMO energy	-9.960	eV
gap between HOMO and LUMO	10.6216	eV

Element x y z (Å)
C: -0.505 0.161 -1.010
C: 0.357 1.150 -0.175
H: -1.749 -0.635 1.628
H: -1.377 -1.646 -0.596
H: 0.067 2.201 -0.129
H: 2.700 -0.353 0.828
N: -1.218 -0.726 -0.233
N: 1.415 0.924 0.447
O: -0.966 -0.891 1.143
O: -0.575 0.180 -2.224
O: 1.852 -0.366 0.322

Model B:
Computed, not measured: an isolated molecule of C2H4N2O3, with wB97M-V/def2-TZVPD.

LUMO level	-0.28	eV
HOMO energy	-10.318	eV
gap between HOMO and LUMO	10.0421	eV

Element x y z (Å)
C: 0.311 -0.479 -0.973
C: 0.794 -1.312 0.408
H: -0.517 2.262 0.593
H: -1.847 0.777 0.489
H: -0.392 1.477 -1.561
H: 0.248 -0.170 1.701
N: -0.673 1.172 0.418
N: 0.173 0.880 -0.798
O: 0.324 -1.123 -2.052
O: 0.480 -1.114 1.794
O: 1.098 -2.369 -0.020

Ranked by calculated energy, most stable first: model B, model A.